# 1
Density functional theory data (the ωB97M-V functional and the def2-TZVPD basis) for a structure of composition C9H11OP.

The geometry in XYZ format:
```
22
Properties=species:S:1:pos:R:3:forces:R:3:lowdin_charge:R:1
C 0.4376 2.7431 1.7077 -1.4 1.0 -2.4 -0.06
C 1.4712 1.9468 1.2931 0.0 -0.4 1.4 -0.12
C -0.6719 2.8508 0.8107 1.9 -1.1 1.2 -0.08
C 1.3697 1.0257 0.2945 -1.2 0.5 -2.3 -0.07
C -0.7682 2.0076 -0.2806 -1.9 0.3 -1.5 -0.15
C 0.2117 1.0639 -0.5667 1.2 0.0 1.3 -0.44
C -0.1454 -1.7962 1.1657 -1.4 0.6 -3.4 0.00
C -0.2334 -2.1176 -0.1662 0.6 0.0 0.4 -0.31
C -1.1877 -1.7280 -1.2044 0.3 3.4 -1.1 -0.20
O 1.4138 -0.4650 -2.2237 1.5 -1.9 -1.4 -0.39
P -0.0779 0.1684 -2.0754 -1.2 -1.9 0.2 0.96
H 0.6046 3.5009 2.4544 -0.2 -0.1 0.3 0.10
H 2.3793 2.0277 1.8345 0.9 -0.1 0.4 0.10
H -1.3133 3.6567 0.9551 -1.4 1.0 0.2 0.08
H 2.2924 0.5725 -0.0020 0.0 -0.9 -0.2 0.10
H -1.6582 2.1123 -1.0561 1.9 -0.1 1.8 0.13
H 0.7038 -2.0231 1.7315 1.0 -0.4 0.7 0.03
H -0.8536 -1.0518 1.4972 -0.3 -0.3 0.6 0.05
H 0.6316 -2.5638 -0.6871 -0.3 -0.4 0.8 0.09
H -1.2185 -2.2348 -2.1797 0.2 -0.3 0.7 0.04
H -2.1332 -1.1383 -1.0902 0.7 -0.9 0.7 0.06
H 1.5996 -1.1870 -2.9153 -0.8 1.9 1.5 0.11
```
Forces are in eV/Å.

Output
- E_HOMO (eV) = -7.44
- max |F| (eV Å⁻¹) = 3.74
- DFT total energy (eV) = -20845.2423
- gap between HOMO and LUMO (Ha) = 0.2817

***

# 2
Density functional theory data (the ωB97M-V functional and the def2-TZVPD basis) for a structure of composition C19H17N3O2SV.

The geometry in XYZ format:
```
43
Properties=species:S:1:pos:R:3:forces:R:3:lowdin_charge:R:1
V 0.0449 0.0783 0.4196 -0.7 0.7 0.0 1.14
C 0.9810 0.1185 4.4512 0.1 -0.1 0.1 0.00
C 1.1597 -0.1201 2.9964 -0.3 0.3 -0.2 -0.37
O 0.1301 0.3536 2.2294 0.4 -0.3 -0.1 -0.18
C 2.2008 -0.7396 2.4148 0.1 0.0 0.1 0.01
C 2.1416 -0.8845 0.9692 0.1 -0.2 -0.2 -0.35
C 1.9908 -2.2524 0.3581 0.1 -0.1 0.1 0.00
N 2.0502 0.1188 0.1293 0.3 0.3 0.4 -0.05
N 2.3911 1.4058 0.5254 -0.1 -0.3 -0.3 0.13
C 1.4674 2.2514 0.1751 -0.1 0.2 0.1 -0.38
O 0.2752 1.8362 -0.2367 0.2 -0.5 0.2 -0.14
C 1.6891 3.7032 0.2884 0.0 -0.1 -0.1 -0.15
C 2.9326 4.1972 0.6766 0.0 0.1 0.0 -0.02
C 3.1285 5.5645 0.7604 0.0 0.0 0.0 -0.06
C 2.0913 6.4377 0.4558 0.0 0.0 0.0 -0.07
C 0.8514 5.9468 0.0733 0.0 -0.1 0.0 -0.06
C 0.6479 4.5777 -0.0098 0.0 0.1 0.0 -0.02
H 0.1603 -0.4849 4.8419 0.0 0.0 0.0 0.10
H 1.8881 -0.1184 5.0022 0.0 0.0 0.0 0.09
H 0.7268 1.1663 4.6123 0.0 0.0 0.0 0.10
H 2.9700 -1.2183 3.0038 0.0 0.0 0.0 0.13
H 2.4985 -2.9836 0.9872 0.0 0.0 -0.1 0.10
H 0.9407 -2.5869 0.3454 0.0 0.1 0.0 0.09
H 2.3788 -2.2878 -0.6561 0.0 0.0 0.0 0.10
H 3.7354 3.5103 0.9068 0.0 0.0 0.0 0.11
H 4.0934 5.9528 1.0578 0.0 0.0 0.0 0.11
H 2.2530 7.5062 0.5140 0.0 0.0 0.0 0.11
H 0.0471 6.6295 -0.1661 0.0 0.0 0.0 0.11
H -0.3115 4.1855 -0.3184 0.0 0.0 0.0 0.11
S -4.3835 -0.5776 -0.6367 -0.1 0.0 -0.2 1.16
C -2.7175 -0.8132 -0.5159 0.3 -0.1 0.2 -0.43
N -2.0396 0.1003 0.1365 -0.3 0.0 -0.3 -0.07
C -2.8943 1.1284 0.5662 0.4 -0.1 0.0 -0.28
C -2.5179 2.2632 1.2884 -0.1 0.0 0.0 0.00
C -3.5039 3.1677 1.6088 0.0 0.0 0.0 -0.04
C -4.8413 2.9660 1.2273 0.0 0.0 0.0 -0.05
C -5.2196 1.8498 0.5176 0.1 -0.1 0.1 -0.06
C -4.2201 0.9280 0.1947 -0.3 0.1 0.1 -0.45
H -2.2527 -1.6918 -0.9440 0.0 0.0 0.0 0.09
H -1.4919 2.4252 1.5837 0.0 0.0 0.0 0.11
H -3.2425 4.0553 2.1692 0.0 0.0 0.0 0.12
H -5.5880 3.6982 1.5027 0.0 0.0 0.0 0.12
H -6.2494 1.6862 0.2323 0.0 0.0 0.0 0.12
```
Forces are in eV/Å.

Output
- E_HOMO (spin up / spin down) (eV) = -11.37 / -11.45
- total charge = +1
- max |F| (eV Å⁻¹) = 0.96
- DFT total energy (eV) = -65061.3339
- multiplicity = 3
- gap between HOMO and LUMO (spin up / spin down) (Ha) = 0.2576 / 0.2756

***

# 3
Density functional theory data (the ωB97M-V functional and the def2-TZVPD basis) for the ion C4H10NO with charge -1.

The geometry in XYZ format:
```
16
Properties=species:S:1:pos:R:3:forces:R:3:lowdin_charge:R:1
C -1.8470 0.9005 0.5905 2.0 2.6 -1.5 -0.13
N -0.9787 1.0463 -0.6545 -0.3 -0.4 1.8 -0.09
C 0.2633 0.2012 -0.5298 -0.8 1.1 0.0 -0.41
C 1.2852 0.8713 0.3383 0.8 0.0 0.3 -0.12
C 0.2353 -1.2403 0.1107 -3.5 1.0 -0.7 -0.61
O 1.2829 -1.9445 -0.0722 2.2 -1.1 -0.2 -0.28
H -2.7065 0.4732 0.1881 -1.9 -1.0 0.5 0.04
H -2.0089 1.9269 0.9562 -0.5 -0.3 0.1 0.06
H -1.3298 0.3840 1.3595 0.0 -0.8 0.5 0.03
H -1.6616 0.8656 -1.3833 1.0 -0.7 -0.5 0.06
H 0.6291 0.0921 -1.5320 0.5 -0.2 -0.6 0.11
H 1.9342 0.0173 0.4087 0.9 -0.4 0.7 0.05
H 1.9496 1.6264 -0.0555 -0.3 0.9 -0.4 0.05
H 0.9548 1.1285 1.3602 -0.2 0.0 -0.5 0.08
H -0.0812 -1.0370 1.1774 0.1 -0.3 0.2 0.07
H -0.7115 -1.6421 -0.3786 -0.3 -0.4 0.2 0.08
```
Forces are in eV/Å.

Output
- E_HOMO (eV) = -2.32
- structure (SMILES) = CN[C@@H](C)C[O-]
- total charge = -1
- max |F| (eV Å⁻¹) = 3.71
- DFT total energy (eV) = -7845.9736
- gap between HOMO and LUMO (Ha) = 0.2387

***

# 4
Density functional theory data (the ωB97M-V functional and the def2-TZVPD basis) for the molecule C4H6O2.

The geometry in XYZ format:
```
12
Properties=species:S:1:pos:R:3:forces:R:3:lowdin_charge:R:1
O 2.0600 -0.9632 0.2526 0.0 -0.2 0.2 -0.06
C 1.4324 0.0918 -0.4403 0.3 0.3 -0.3 -0.23
C 0.0385 0.3262 -0.0323 -2.0 -0.4 -0.1 -0.10
C -1.0082 1.1008 0.0950 0.6 -1.1 0.0 0.07
C -1.2915 -0.3213 0.4087 0.4 0.3 0.3 -0.28
O -2.2130 -1.0822 -0.3860 0.9 0.7 -0.1 -0.04
H 1.9536 -0.8180 1.1993 0.0 0.0 -0.1 0.09
H 2.0001 1.0294 -0.3245 -0.1 -0.2 -0.1 0.13
H 1.4584 -0.1933 -1.5008 0.0 0.1 0.2 0.13
H -1.4271 2.0735 0.0057 -0.2 0.5 -0.1 0.09
H -1.3714 -0.6230 1.4550 0.0 0.0 -0.1 0.12
H -1.9178 -1.9985 -0.3981 0.0 0.0 0.0 0.08
```
Forces are in eV/Å.

Output
- E_HOMO (eV) = -9.87
- structure (SMILES) = OCC1=C[C@H]1O
- max |F| (eV Å⁻¹) = 2.01
- DFT total energy (eV) = -8337.1890
- gap between HOMO and LUMO (Ha) = 0.3891

***

# 5
Density functional theory data (the ωB97M-V functional and the def2-TZVPD basis) for a cluster of 17 separate species, C2H39N2O16 in total.

The geometry in XYZ format:
```
59
Properties=species:S:1:pos:R:3:forces:R:3:lowdin_charge:R:1
C -0.7393 -2.1076 -0.3336 -1.0 -0.9 -1.0 -0.02
N 1.2064 -2.0177 -3.4132 0.7 0.9 0.7 0.18
C 0.5615 -2.3128 -2.2968 0.0 -0.2 -0.2 -0.15
N 0.2187 -1.5500 -1.2958 -0.4 -0.9 0.4 0.05
H -1.7325 -2.1797 -0.7768 0.1 0.7 -0.1 0.06
H -0.7809 -1.4656 0.5164 -0.1 -0.2 0.4 0.05
H -0.5827 -3.1794 -0.1607 0.8 0.4 0.6 0.12
H 1.5706 -1.0532 -3.5205 -0.3 -0.9 0.2 0.10
H 1.6931 -2.7565 -3.8891 -0.3 -0.2 -0.2 0.13
H 0.1779 -3.3251 -2.1782 0.2 0.0 -0.4 0.13
H 0.5066 -0.6096 -1.0891 0.1 0.3 -0.6 0.09
H 3.5672 -0.0075 4.0512 0.1 -0.1 0.0 0.09
H 2.8119 0.6370 2.8321 0.2 0.2 0.1 0.04
O 2.8414 -0.1322 3.4352 0.0 0.2 0.0 -0.05
H -1.3940 1.4467 1.7859 0.1 0.3 -0.2 0.03
H -2.5563 1.3441 0.9296 -0.4 0.1 -0.3 0.05
O -1.8809 1.9993 1.1396 -0.3 -0.1 0.5 -0.07
H -1.9593 -5.1036 -2.9961 0.0 -0.4 -0.2 0.04
H -2.5129 -3.9928 -2.1378 -0.2 0.1 -0.1 -0.01
O -1.8706 -4.1651 -2.8490 0.1 0.4 0.4 -0.06
H -4.6904 -3.6263 -0.5637 -0.2 -0.7 -0.1 0.06
H -3.7545 -2.4957 -0.7089 0.4 -0.3 -0.5 0.01
O -3.8215 -3.4542 -0.9304 -0.2 0.8 0.5 -0.07
H 1.4728 -1.5083 0.8999 0.7 -0.3 -0.8 0.03
H 1.8657 -0.8880 2.2675 0.2 -0.5 0.0 0.01
O 1.1249 -1.1625 1.7074 -0.8 0.5 0.7 -0.04
H -4.6022 -0.5110 -0.8474 0.1 -0.1 0.8 0.08
H -3.5560 -0.5100 -1.8324 1.2 0.0 0.0 0.03
O -3.6493 -0.6976 -0.8800 -1.4 0.4 -0.4 -0.07
H -0.1638 4.0419 3.2936 -0.1 -0.1 0.2 0.07
H 0.3923 2.9162 4.2282 -0.1 -0.2 -0.1 0.04
O 0.4719 3.3237 3.3546 0.1 0.4 -0.2 -0.05
H -1.9753 -0.3570 -3.7800 0.7 -0.2 -0.3 0.05
H -1.4407 0.4122 -2.4872 0.6 -0.1 -0.3 0.01
O -2.2014 0.1015 -2.9798 -1.2 0.3 0.4 -0.03
H -0.0425 4.2713 0.3113 -0.3 0.0 -0.3 0.06
H 1.1500 4.5159 1.1498 0.4 0.1 -0.1 0.05
O 0.9165 4.2774 0.2433 -0.2 0.3 0.5 -0.03
H 3.8912 0.0335 -0.4313 0.0 0.2 -0.1 0.06
H 2.4472 0.3710 -0.7967 0.5 0.3 -0.1 -0.02
O 3.0744 -0.3588 -0.7517 -0.4 -0.7 0.1 -0.05
H -0.9913 1.9605 -0.3412 1.0 0.0 0.3 0.04
H 0.5758 2.3199 -0.7397 -0.6 0.2 0.3 0.00
O -0.1229 1.6471 -0.6991 0.0 -0.7 -0.8 -0.09
H 1.5303 2.4880 2.1965 -0.7 -0.4 0.2 0.03
H 1.1079 1.0453 1.6197 -0.4 0.3 0.0 0.04
O 1.8090 1.7030 1.6957 1.2 -0.1 -0.2 -0.06
H -0.5613 -0.8008 2.2700 -0.1 -0.1 1.0 0.01
H -1.9332 -0.3284 3.1055 0.7 -0.5 0.6 0.07
O -1.4452 -0.3979 2.2876 -0.5 0.5 -1.1 -0.06
H 0.8037 1.1185 -2.2468 -0.1 0.1 -0.2 0.02
H 0.6360 1.0154 -3.7694 -0.1 0.6 -0.6 0.08
O 0.8075 0.4964 -2.9933 0.2 0.1 0.2 -0.06
H 0.6463 0.6073 5.6156 0.0 -0.1 0.0 0.06
H 1.2045 0.4951 4.2029 1.4 -0.7 -0.6 -0.03
O 0.4852 0.8411 4.6977 -1.5 0.9 0.9 -0.03
H 2.2135 2.3747 0.0053 0.4 -0.4 0.0 0.00
H 2.5906 3.3091 -1.0915 0.1 -0.1 -0.3 0.06
O 2.5475 2.3603 -0.9169 -0.3 0.5 0.3 -0.08
```
Forces are in eV/Å.

Output
- E_HOMO (eV) = -13.21
- total charge = +1
- max |F| (eV Å⁻¹) = 1.96
- DFT total energy (eV) = -38443.8112
- gap between HOMO and LUMO (Ha) = 0.4060